Below is a cluster of 4 separate species, C36H56BrF13I2N7O6S2 in total, with properties calculated with ωB97M-V/def2-TZVPD.

Each line ends with the Löwdin charge.
CARTESIAN COORDINATES (ANGSTROEM)
S -0.230 6.433 2.511  0.601
H 6.842 -1.617 3.058  0.057
C -6.827 -1.536 -4.044  -0.104
C -0.395 3.293 2.012  -0.184
H 1.548 0.503 2.560  0.138
C -0.340 0.354 -0.116  -0.248
H 1.860 -1.376 -5.916  0.107
F -6.857 1.268 -1.633  0.155
H 0.610 3.664 1.802  0.086
H 0.437 -2.885 -4.530  0.104
I 4.932 0.079 -2.919  0.883
C 0.491 1.147 0.917  -0.165
F -5.309 3.258 -2.353  0.168
H -4.980 -3.471 -3.186  0.117
H 7.769 -0.117 3.071  0.071
F -3.000 3.426 -1.381  0.114
H -7.180 -3.239 -5.306  0.114
C -0.446 -1.017 -4.504  -0.179
H 8.567 -1.639 2.676  0.080
C 1.497 -1.417 -0.258  -0.351
H -1.487 1.476 1.776  0.107
F -5.283 1.575 2.718  -0.133
H 3.417 -2.358 5.180  0.087
H 3.766 -1.430 1.477  0.048
H 1.399 0.636 -2.917  0.059
N 0.311 -0.762 -0.792  0.087
H -2.674 0.174 -1.632  0.141
H -0.519 -1.333 -7.851  0.082
H 0.619 -2.796 2.249  0.149
C 3.098 -0.146 -1.878  -0.794
O 1.294 -3.194 -1.819  -0.202
H 0.794 4.888 3.957  0.104
C 2.933 1.043 1.214  -0.068
F -4.492 2.473 0.594  0.120
H 3.788 0.417 1.433  0.123
H -2.018 4.196 3.096  0.119
C -5.385 -3.632 -4.187  -0.186
H 2.957 3.268 1.709  0.122
H 0.906 2.018 0.413  0.124
C 6.993 -3.566 4.933  -0.209
H 1.294 -2.757 -6.842  0.111
O 1.414 -4.609 -1.960  -0.011
H 1.172 6.535 0.935  0.105
H 0.082 0.060 -6.946  0.072
H 2.481 -3.402 4.094  0.085
C 8.251 -2.857 5.181  -0.180
N -3.798 -2.528 -5.947  0.151
H 8.497 -2.957 6.238  0.121
H -5.405 -4.707 -4.372  0.118
H -1.018 3.645 1.187  0.109
Br -2.261 -1.243 3.103  0.788
S -6.135 0.715 1.687  0.770
H 7.367 -0.903 5.402  0.111
F -6.565 2.874 0.209  0.157
H 1.685 1.472 -1.404  0.050
H -1.185 -0.067 0.443  0.104
C 7.810 -1.179 3.314  -0.108
F -6.475 -0.299 2.841  -0.101
H -0.453 -1.879 1.226  0.075
H -7.448 -3.549 -3.601  0.110
N 2.854 -1.467 3.365  -0.082
F -4.842 -0.149 1.353  -0.177
N 3.340 2.055 3.332  0.154
C 1.602 -1.120 1.276  -0.254
H 3.560 -0.756 3.525  0.091
N 5.992 -4.090 4.732  0.159
F -4.919 1.384 -3.372  0.163
H 2.800 -2.844 1.794  0.103
H 2.178 -4.696 -2.550  0.096
O 0.202 -0.560 4.068  0.055
H -2.925 1.057 -0.145  0.105
H 2.717 1.762 -2.794  0.046
C -0.018 -2.205 -5.240  -0.166
H 3.424 2.926 3.854  0.074
H 1.089 -0.684 -8.182  0.075
H -7.848 -1.161 -4.124  0.080
N -0.802 -0.078 -3.941  0.196
C -0.246 5.152 3.758  -0.208
C -0.289 -1.114 3.153  -0.754
C 3.070 2.261 2.116  -0.182
H 1.901 -3.596 0.111  0.081
N 1.632 0.360 1.542  0.061
H -0.601 1.327 -2.088  0.073
H -0.694 5.620 4.630  0.113
C -5.594 1.257 -1.164  -0.364
C 0.368 -0.894 -7.392  -0.100
F -2.631 2.286 -3.188  0.120
C 0.970 -1.835 -6.356  -0.249
F -7.407 1.570 2.072  -0.113
I 4.346 -2.684 -0.939  1.019
H 0.260 -0.737 -1.799  0.092
O 1.199 6.161 1.831  -0.173
H 9.080 -0.886 5.025  0.111
C -4.478 -3.015 -5.160  -0.232
H -0.904 -2.691 -5.654  0.110
C -1.003 1.379 -1.085  -0.104
H -0.812 2.364 -0.652  0.115
H -6.458 -1.299 -3.045  0.057
O -0.197 7.704 3.162  -0.263
H 2.978 1.366 0.182  0.106
C 3.274 -2.656 4.144  -0.091
C -6.792 -3.036 -4.307  -0.254
F -7.020 -0.141 0.698  -0.109
C -0.455 1.750 1.986  -0.117
C -0.993 3.886 3.301  -0.187
C 1.212 -2.951 -0.431  -0.213
H 0.190 -3.175 -0.129  0.131
H 4.210 -3.062 3.769  0.034
H -6.220 -0.994 -4.771  0.073
C 2.178 0.996 -2.244  -0.163
H 9.039 -3.347 4.607  0.124
C 2.827 -1.176 -1.059  -0.593
C -4.745 2.044 -2.214  -0.348
C 2.837 -1.766 1.930  -0.226
H -0.217 1.395 2.989  0.096
H -0.993 3.163 4.116  0.121
C -3.211 2.213 -1.964  -0.422
C 0.348 -1.783 1.951  -0.096
C -5.659 1.900 0.268  -0.408
F -5.183 -0.027 -1.176  0.125
C -2.514 1.142 -1.148  -0.067
O -1.263 6.218 1.538  -0.268
C 8.136 -1.379 4.790  -0.256

Values from the calculation:
Charge ... +1
Kohn-Sham gap ... 0.3228 Eh
HOMO level ... -11.39 eV
LUMO ... -2.6 eV